[1]
14
Properties=species:S:1:pos:R:3:lowdin_charge:R:1 method="wB97M-V/def2-TZVPD" orbital_gap_ev="5.529 / 7.594" total_charge=+2 e_lumo_ha="-0.510 / -0.465" relative_energy_kcal_mol=0.00 molar_mass_g_mol=452.53
Tl -1.33173 0.85938 1.83598 1.36
N 1.04157 -0.12807 -0.15629 -0.38
S -0.15070 0.68426 -0.92742 1.21
O -1.37205 1.07704 -0.06446 -0.55
C 0.75385 2.33399 -0.95576 -0.71
F 2.01557 2.14841 -1.26966 0.22
F 0.66088 2.89821 0.24362 0.17
F 0.16713 3.10129 -1.85181 0.22
S 0.74309 -1.22621 0.97387 1.16
O -0.24348 -0.69412 2.04759 -0.58
C -0.38432 -2.52791 0.16976 -0.70
F -1.65286 -2.33723 0.49663 0.19
F -0.24837 -2.47161 -1.14174 0.18
F 0.00141 -3.71744 0.59971 0.22

[2]
7
Properties=species:S:1:pos:R:3:lowdin_charge:R:1 method="wB97M-V/def2-TZVPD" orbital_gap_ev=7.755 total_charge=-1 e_lumo_ha=0.103 relative_energy_kcal_mol=0.80 molar_mass_g_mol=328.83
C -0.95208 -0.47312 -0.26505 -0.80
C 0.51787 0.12747 0.20230 -1.15
O -0.85664 -1.26141 -1.20060 -0.08
O -1.80963 -0.00214 0.53389 -0.17
F 1.06406 -0.73842 1.09020 -0.13
I 1.88026 0.27263 -1.53149 0.64
I 0.15616 2.07499 1.17074 0.68